[1]
Below is a 2-piece molecular cluster, C8H16O overall in a non-equilibrium geometry, with properties calculated with ωB97M-V with the def2-TZVPD basis set.

CARTESIAN COORDINATES (ANGSTROEM)
C -2.098 -1.981 -0.461
C -1.806 -0.724 -0.761
C -1.592 0.345 0.480
C -1.835 1.741 -0.033
O -1.804 -0.034 1.613
H -2.055 -2.301 0.572
H -2.219 -2.745 -1.217
H -1.850 -0.337 -1.771
H -2.841 1.809 -0.447
H -1.732 2.454 0.782
H -1.134 1.975 -0.832
C 1.684 1.044 1.156
C 1.117 0.028 0.176
C 1.550 0.345 -1.254
C 1.502 -1.387 0.593
H 1.446 2.068 0.869
H 1.327 0.856 2.168
H 2.773 0.968 1.167
H -0.100 -0.198 -0.060
H 1.013 -0.301 -1.949
H 1.302 1.373 -1.522
H 2.629 0.219 -1.360
H 2.584 -1.519 0.552
H 1.130 -1.587 1.597
H 1.010 -2.112 -0.057

Results
net charge	0
Kohn-Sham gap	0.370	Ha
lowest unoccupied orbital energy	0.0230	Eh
ΔE to the lowest compared entry with this formula, charge and spin	51.76	kcal per mole

Mulliken atomic charge list, values in e, 5 entries: -0.797 -0.433 1.195 -1.377 -0.600


[2]
Below is one molecule with the formula C8H16O, with properties calculated with ωB97M-V with the def2-TZVPD basis set.

CARTESIAN COORDINATES (ANGSTROEM)
C 0.729 0.705 0.265
C 0.048 -0.533 -0.195
C 1.150 0.822 1.698
C 1.428 1.629 -0.680
C 0.051 -0.729 -1.711
C 0.505 -1.825 0.485
C -1.474 -0.198 0.317
C -2.625 -0.570 -0.359
O -1.118 1.377 0.198
H -1.693 1.939 0.754
H -1.510 -0.401 1.387
H 0.450 0.342 2.380
H 1.265 1.867 1.989
H 2.124 0.334 1.832
H 0.894 1.739 -1.619
H 1.574 2.616 -0.238
H 2.421 1.219 -0.907
H 0.536 -1.747 1.571
H 1.064 -0.882 -2.090
H -0.394 0.117 -2.234
H -0.545 -1.609 -1.954
H -0.209 -2.614 0.232
H 1.494 -2.132 0.135
H -3.431 -1.062 0.165
H -2.735 -0.407 -1.422

Results
net charge	0
Kohn-Sham gap	0.250	Ha
lowest unoccupied orbital energy	0.0185	Eh
ΔE to the lowest compared entry with this formula, charge and spin	90.90	kcal per mole

Mulliken atomic charge list, values in e, 5 entries: 1.202 1.960 -1.664 -1.493 -2.283


[3]
Below is a 2-piece molecular cluster, C8H16O4 overall in a non-equilibrium geometry, with properties calculated with ωB97M-V with the def2-TZVPD basis set.

CARTESIAN COORDINATES (ANGSTROEM)
C 0.371 -2.988 -0.777
C -0.659 -2.805 -1.914
C -1.120 -1.453 -2.325
O -0.909 -0.440 -1.708
O -1.600 -1.523 -3.559
C -2.226 -0.368 -4.142
H 1.359 -3.170 -1.233
H 0.009 -3.930 -0.332
H 0.488 -2.242 0.027
H -0.309 -3.415 -2.769
H -1.578 -3.278 -1.518
H -3.143 -0.099 -3.591
H -2.486 -0.522 -5.203
H -1.515 0.472 -4.072
C 2.156 3.537 3.326
C 0.984 2.524 3.356
C 0.686 1.912 2.031
O 0.747 2.527 0.970
O 0.376 0.663 2.145
C -0.059 -0.153 1.086
H 2.054 4.442 2.704
H 2.976 2.921 2.921
H 2.421 3.844 4.352
H 1.299 1.683 4.003
H 0.118 3.014 3.841
H -0.009 -1.209 1.400
H 0.647 0.000 0.253
H -1.079 0.059 0.726

Results
net charge	0
Kohn-Sham gap	0.393	Ha
lowest unoccupied orbital energy	0.0288	Eh
ΔE to the lowest compared entry with this formula, charge and spin	26.13	kcal per mole

Mulliken atomic charge list, values in e, 5 entries: -0.788 -0.254 0.581 -0.546 -0.335


[4]
Below is C8H16O4S5Sn as an isolated structure in a non-equilibrium geometry, with properties calculated with ωB97M-V with the def2-TZVPD basis set.

CARTESIAN COORDINATES (ANGSTROEM)
Sn -0.531 0.108 1.889
C -0.896 1.886 -1.219
C -2.365 1.770 -0.920
S -2.772 0.308 0.065
C -2.473 -0.990 -1.234
C -2.135 -2.328 -0.697
S -0.716 -2.422 0.369
C 0.591 -2.032 -0.834
C 1.847 -1.623 -0.150
S 1.860 -0.053 0.728
C 2.098 1.051 -0.707
C 1.712 2.448 -0.381
S -0.049 2.516 0.194
H -0.777 2.712 -1.930
H -0.471 0.954 -1.663
H -3.064 1.827 -1.733
H -2.652 2.614 -0.223
H -1.710 -0.584 -1.947
H -3.466 -0.941 -1.791
H -2.001 -3.105 -1.463
H -2.942 -2.696 -0.110
H 0.137 -1.328 -1.516
H 0.738 -2.944 -1.428
H 2.699 -1.635 -0.813
H 2.129 -2.310 0.640
H 1.596 0.694 -1.634
H 3.149 0.963 -0.947
H 1.732 3.138 -1.254
H 2.210 2.873 0.518
O 0.210 -1.130 3.443
S 1.383 -0.140 4.116
O 1.049 1.145 3.354
O 1.221 0.005 5.564
O 2.658 -0.752 3.714

Results
net charge	0
Kohn-Sham gap	0.267	Ha
lowest unoccupied orbital energy	-0.0129	Eh

Mulliken atomic charge list, values in e, 5 entries: 0.639 -0.298 -0.824 -0.086 -0.603


[5]
Below is a 2-piece molecular cluster, C8H16OSi overall in a non-equilibrium geometry, with properties calculated with ωB97M-V with the def2-TZVPD basis set.

CARTESIAN COORDINATES (ANGSTROEM)
C 3.009 0.920 0.638
C -0.728 -3.904 -1.269
C 1.936 0.704 -0.131
C -0.251 -2.748 -1.549
C -1.389 0.785 -1.806
C -1.168 2.471 -0.035
C 0.671 -0.750 3.013
C -1.204 0.953 -0.287
O -0.077 -0.092 2.076
Si 0.296 0.012 0.496
H 3.731 1.593 0.303
H 3.002 0.626 1.744
H -0.898 -4.393 -2.220
H -1.225 -4.032 -0.285
H 2.183 0.922 -1.151
H 0.421 -2.441 -2.343
H -0.371 1.148 -2.289
H -1.798 -0.279 -2.002
H -2.096 1.493 -2.104
H -1.061 2.794 1.098
H -2.019 3.041 -0.417
H -0.343 3.013 -0.446
H 1.101 -1.673 2.513
H 0.159 -1.150 3.882
H 1.552 -0.142 3.240
H -2.255 0.667 0.083

Results
net charge	0
Kohn-Sham gap (alpha / beta)	0.303 / 0.255	Ha
lowest unoccupied orbital energy (alpha / beta)	0.0021 / 0.0117	Eh
ΔE to the lowest compared entry with this formula, charge and spin	139.94	kcal per mole

Mulliken atomic charge list, values in e, 5 entries: -0.635 -0.503 -0.075 -0.358 -1.315


[6]
Below is C8H16S5V as an isolated structure in a non-equilibrium geometry, with properties calculated with ωB97M-V with the def2-TZVPD basis set.

CARTESIAN COORDINATES (ANGSTROEM)
V 1.489 0.668 0.360
C -0.551 1.536 -2.058
C 0.560 0.859 -2.849
S 1.678 -0.177 -1.833
C 0.490 -1.494 -1.390
C 1.107 -2.471 -0.397
S 1.865 -1.595 1.017
C 0.685 -1.888 2.376
C -0.570 -1.041 2.283
S -0.092 0.716 2.089
C -1.599 1.326 1.244
C -1.275 2.590 0.469
S 0.170 2.380 -0.619
H -1.301 0.817 -1.727
H -1.050 2.271 -2.689
H 1.220 1.592 -3.312
H 0.137 0.249 -3.646
H 0.166 -2.002 -2.300
H -0.401 -1.035 -0.947
H 1.890 -3.065 -0.865
H 0.346 -3.160 -0.030
H 1.263 -1.644 3.269
H 0.435 -2.948 2.429
H -1.186 -1.163 3.173
H -1.169 -1.323 1.415
H -2.383 1.513 1.977
H -1.947 0.539 0.571
H -0.996 3.407 1.134
H -2.139 2.922 -0.107
S 3.157 1.620 0.963

Results
net charge	+1
Kohn-Sham gap	0.288	Ha
lowest unoccupied orbital energy	-0.1205	Eh
ΔE to the lowest compared entry with this formula, charge and spin	0.00	kcal per mole

Mulliken atomic charge list, values in e, 5 entries: 0.210 -0.683 -0.775 0.011 -0.387


[7]
Below is one molecule with the formula C8H16Si in a non-equilibrium geometry, with properties calculated with ωB97M-V with the def2-TZVPD basis set.

CARTESIAN COORDINATES (ANGSTROEM)
C 0.772 3.514 -0.265
C 0.030 2.486 -0.670
C -0.631 1.372 -0.889
C -0.979 1.032 -2.325
C -1.130 0.417 0.146
Si -0.005 -1.025 0.706
C 0.881 -1.679 -0.981
C -0.878 -2.461 1.567
C 1.437 -0.507 2.023
H 0.341 4.616 -0.166
H 1.778 3.263 -0.055
H -2.019 1.262 -2.337
H -0.842 -0.014 -2.681
H -0.569 1.755 -3.060
H -1.333 1.053 0.902
H -2.213 0.029 -0.064
H 1.678 -2.431 -0.859
H 1.442 -0.865 -1.547
H 0.151 -2.095 -1.659
H -1.883 -2.709 1.147
H -0.249 -3.419 1.353
H -0.787 -2.296 2.634
H 1.346 0.468 2.520
H 1.157 -1.086 2.838
H 2.506 -0.680 1.723

Results
net charge	0
Kohn-Sham gap	0.355	Ha
lowest unoccupied orbital energy	0.0330	Eh
ΔE to the lowest compared entry with this formula, charge and spin	61.21	kcal per mole

Mulliken atomic charge list, values in e, 5 entries: -0.863 -0.022 0.695 -1.448 -0.806


[8]
Below is an isolated ion of composition C8H17BClO4S and charge -1 in a non-equilibrium geometry, with properties calculated with ωB97M-V with the def2-TZVPD basis set.

CARTESIAN COORDINATES (ANGSTROEM)
C 2.507 -2.498 0.164
C 2.929 -1.108 0.615
O 3.194 -0.955 1.737
O 3.066 -0.096 -0.248
C 1.988 0.074 -1.194
C 1.344 1.468 -1.103
B 0.926 1.956 0.437
C -0.692 1.789 0.769
C -1.083 0.478 1.477
C -1.308 -0.727 0.550
C -2.025 -0.431 -0.765
S -3.767 -0.053 -0.575
O -4.055 0.373 0.739
O -4.244 0.794 -1.601
Cl -4.700 -1.894 -0.824
H 1.753 -2.839 0.869
H 3.324 -3.209 0.194
H 2.012 -2.475 -0.804
H 2.439 -0.034 -2.187
H 1.193 -0.667 -1.099
H 0.520 1.568 -1.821
H 2.123 2.161 -1.439
H 1.611 1.457 1.301
H 1.157 3.163 0.469
H -1.267 1.992 -0.145
H -0.944 2.594 1.465
H -0.246 0.211 2.126
H -1.929 0.619 2.148
H -0.393 -1.281 0.358
H -1.946 -1.432 1.097
H -1.989 -1.332 -1.378
H -1.500 0.333 -1.331

Results
net charge	-1
Kohn-Sham gap	0.266	Ha
lowest unoccupied orbital energy	0.0907	Eh

Mulliken atomic charge list, values in e, 5 entries: -1.000 0.767 -0.528 -0.276 -0.122